(1)
{
  "formula": "CH4BNO2",
  "method": "ωB97M-V with the def2-TZVPD basis set",
  "symbols": ["B", "C", "N", "O", "O", "H", "H", "H", "H"],
  "coordinates": [[0.12, -1.42, -0.22], [-1.14, 1.22, 0.16], [-1.65, 0.04, 0.10], [-2.81, -0.24, -0.26], [-0.92, -1.07, 0.50], [0.70, -0.78, -1.07], [0.59, -2.49, 0.00], [-1.56, 2.21, 0.33], [0.33, 1.11, 1.25]],
  "e_above_lowest_ev": 5.2229,
  "gap_ha": [0.33493, 0.33488],
  "max_force_ev_per_a": 6.12,
  "lumo_ev": [-0.790, -0.791]
}

(2)
{
  "formula": "C4H12N2",
  "method": "ωB97M-V with the def2-TZVPD basis set",
  "symbols": ["C", "N", "C", "H", "H", "H", "H", "H", "C", "C", "N", "H", "H", "H", "H", "H", "H", "H"],
  "coordinates": [[2.25, -0.52, -0.44], [2.16, 0.17, -1.50], [0.94, -0.06, -2.26], [3.11, -0.42, 0.22], [1.67, -1.44, -0.34], [0.04, 0.38, -1.84], [0.79, -1.10, -2.59], [1.05, 0.42, -3.24], [-2.35, 0.12, 1.29], [-0.87, -0.16, 1.13], [-0.11, 1.05, 1.37], [-2.63, 0.85, 0.52], [-2.92, -0.76, 1.01], [-2.62, 0.49, 2.27], [-0.64, -0.90, 1.91], [-0.59, -0.75, 0.25], [-0.17, 1.67, 0.59], [0.86, 0.98, 1.64]],
  "e_above_lowest_ev": 1.7522,
  "smiles": "C=NC.CCN",
  "gap_ha": 0.37633,
  "max_force_ev_per_a": 2.02,
  "lumo_ev": 1.034
}

(3)
{
  "formula": "C34H38BeBrClFN8OS2",
  "method": "ωB97M-V with the def2-TZVPD basis set",
  "symbols": ["Be", "N", "C", "N", "C", "C", "S", "C", "C", "S", "C", "N", "N", "H", "H", "H", "H", "H", "H", "C", "C", "C", "C", "C", "O", "C", "C", "C", "C", "C", "C", "Cl", "C", "C", "C", "N", "C", "N", "C", "N", "H", "H", "H", "H", "H", "H", "H", "H", "H", "H", "H", "H", "H", "H", "H", "H", "H", "H", "H", "H", "H", "H", "F", "C", "C", "C", "C", "C", "C", "C", "H", "H", "H", "H", "H", "H", "Br", "C", "C", "C", "C", "C", "N", "H", "H", "H", "H"],
  "coordinates": [[1.25, 1.00, -1.04], [-1.76, -0.04, -2.01], [-1.54, 0.48, -0.79], [-0.37, 0.89, -0.36], [-0.46, 1.41, 0.93], [-1.68, 1.37, 1.48], [-2.80, 0.66, 0.39], [0.82, 1.93, 1.41], [1.20, 2.54, 2.55], [2.87, 2.99, 2.44], [2.95, 2.31, 0.86], [1.82, 1.78, 0.46], [4.07, 2.28, 0.11], [-1.10, 0.22, -2.74], [-2.72, -0.12, -2.32], [-1.99, 1.70, 2.46], [0.62, 2.80, 3.42], [4.85, 2.87, 0.37], [3.95, 2.13, -0.88], [-4.25, -0.76, 6.02], [-2.91, -0.73, 5.26], [-3.22, -1.25, 3.84], [-2.43, 0.72, 5.15], [-1.86, -1.61, 6.03], [-2.31, -2.96, 6.08], [-1.66, -1.06, 7.48], [-0.24, -0.85, 8.06], [0.47, 0.39, 7.54], [1.72, 0.30, 6.94], [2.35, 1.41, 6.39], [1.71, 2.64, 6.46], [2.46, 4.04, 5.75], [0.48, 2.77, 7.10], [-0.12, 1.64, 7.63], [-0.47, -1.73, 5.38], [-0.36, -1.95, 3.95], [0.09, -1.06, 3.06], [0.07, -1.57, 1.85], [-0.42, -2.82, 2.07], [-0.68, -3.10, 3.32], [-4.93, -0.04, 5.56], [-4.16, -0.50, 7.07], [-4.72, -1.74, 5.93], [-4.16, -0.81, 3.51], [-3.33, -2.34, 3.84], [-2.46, -0.99, 3.11], [-3.13, 1.28, 4.52], [-1.43, 0.79, 4.69], [-2.39, 1.23, 6.11], [-3.16, -2.99, 6.53], [-2.17, -1.77, 8.14], [-2.19, -0.12, 7.60], [0.39, -1.73, 7.90], [-0.35, -0.76, 9.14], [2.22, -0.66, 6.88], [3.32, 1.33, 5.92], [0.01, 3.74, 7.17], [-1.08, 1.76, 8.13], [0.03, -2.56, 5.88], [0.10, -0.82, 5.55], [0.43, -0.08, 3.34], [-0.57, -3.54, 1.28], [-3.70, 3.38, -4.31], [-2.45, 3.09, -3.89], [-2.02, 3.57, -2.67], [-0.74, 3.25, -2.24], [0.13, 2.47, -3.01], [1.46, 2.07, -2.46], [-0.33, 2.05, -4.26], [-1.62, 2.35, -4.71], [-2.68, 4.18, -2.07], [-0.40, 3.62, -1.28], [1.97, 2.97, -2.09], [2.10, 1.65, -3.25], [0.34, 1.51, -4.92], [-1.97, 2.03, -5.68], [1.13, -1.12, -3.66], [1.96, -1.57, -2.03], [2.50, -2.83, -1.94], [3.12, -3.21, -0.76], [3.16, -2.30, 0.29], [2.58, -1.06, 0.10], [2.00, -0.67, -1.04], [2.44, -3.50, -2.78], [3.56, -4.19, -0.66], [3.61, -2.54, 1.24], [2.58, -0.35, 0.91]],
  "total_charge": 1,
  "gap_ha": 0.28335,
  "max_force_ev_per_a": 0.21,
  "lumo_ev": -2.465
}

(4)
{
  "formula": "C12H15O6OsS",
  "method": "ωB97M-V with the def2-TZVPD basis set",
  "symbols": ["Os", "O", "C", "O", "C", "O", "C", "C", "O", "O", "H", "H", "H", "H", "H", "C", "C", "C", "C", "C", "C", "C", "S", "C", "O", "H", "H", "H", "H", "H", "H", "H", "H", "H", "H"],
  "coordinates": [[0.11, -1.44, -1.98], [1.10, -2.56, -5.79], [0.69, -2.49, -4.59], [0.94, -1.52, -3.83], [-0.11, -3.64, -4.08], [-0.41, -3.34, -2.71], [-0.38, -4.41, -1.70], [0.24, -3.84, -0.44], [0.36, -4.44, 0.57], [0.72, -2.56, -0.59], [1.61, -1.78, -6.09], [0.43, -4.58, -4.18], [-1.04, -3.71, -4.66], [0.19, -5.26, -2.07], [-1.41, -4.71, -1.50], [1.42, 3.32, 5.06], [0.71, 2.85, 3.88], [0.98, 3.42, 2.58], [0.29, 3.02, 1.49], [-0.73, 1.98, 1.63], [-0.94, 1.35, 2.94], [-0.27, 1.80, 4.02], [-1.73, 1.45, 0.45], [-1.76, 2.66, -0.87], [-0.51, 0.00, -1.41], [2.09, 4.15, 4.87], [2.00, 2.47, 5.48], [0.71, 3.57, 5.85], [1.74, 4.18, 2.50], [0.49, 3.45, 0.52], [-1.68, 0.56, 3.02], [-0.46, 1.38, 5.00], [-0.77, 2.88, -1.27], [-2.22, 3.56, -0.45], [-2.39, 2.23, -1.64]],
  "total_charge": 3,
  "e_above_lowest_ev": 0.0000,
  "gap_ha": 0.17688,
  "max_force_ev_per_a": 0.66,
  "lumo_ev": -13.548
}

(5)
{
  "formula": "C26H23Br2N5O3Rh",
  "method": "ωB97M-V with the def2-TZVPD basis set",
  "symbols": ["Rh", "Br", "C", "C", "C", "Br", "C", "C", "C", "C", "N", "C", "C", "O", "H", "H", "H", "H", "N", "C", "C", "N", "H", "H", "H", "H", "H", "H", "H", "H", "O", "C", "N", "C", "C", "O", "N", "C", "C", "C", "C", "C", "C", "C", "C", "C", "C", "C", "C", "H", "H", "H", "H", "H", "H", "H", "H", "H", "H", "H"],
  "coordinates": [[1.29, -1.74, -0.43], [6.25, -2.70, 0.02], [4.94, -2.43, 1.34], [5.32, -2.31, 2.69], [4.40, -2.10, 3.68], [4.97, -1.96, 5.47], [3.02, -2.00, 3.36], [1.98, -1.77, 4.27], [0.68, -1.71, 3.83], [0.41, -1.88, 2.47], [1.37, -2.08, 1.59], [2.67, -2.13, 2.00], [3.62, -2.32, 0.96], [3.20, -2.37, -0.29], [6.37, -2.40, 2.95], [2.21, -1.63, 5.32], [-0.14, -1.54, 4.52], [-0.61, -1.85, 2.10], [1.43, -1.74, -2.56], [0.93, -3.03, -3.06], [-0.27, -3.40, -2.22], [0.20, -3.45, -0.81], [0.85, -0.97, -2.87], [2.39, -1.56, -2.85], [1.72, -3.77, -2.94], [0.67, -2.98, -4.12], [-0.71, -4.35, -2.53], [-1.03, -2.62, -2.28], [0.80, -4.26, -0.65], [-0.59, -3.51, -0.17], [1.78, 0.32, 0.39], [0.67, 0.70, -0.06], [0.03, 1.86, 0.06], [-1.30, 1.79, -0.57], [-1.26, 0.32, -1.12], [-2.13, -0.24, -1.74], [-0.05, -0.19, -0.79], [-2.39, 1.98, 0.48], [-2.59, 3.27, 0.97], [-3.52, 3.50, 1.96], [-4.28, 2.45, 2.47], [-4.09, 1.17, 1.97], [-3.14, 0.94, 0.98], [-1.45, 2.73, -1.75], [-2.68, 2.80, -2.40], [-2.84, 3.61, -3.51], [-1.77, 4.36, -3.98], [-0.55, 4.31, -3.34], [-0.38, 3.49, -2.23], [0.33, 2.62, 0.65], [-2.02, 4.10, 0.56], [-3.67, 4.51, 2.34], [-5.02, 2.64, 3.23], [-4.69, 0.35, 2.35], [-3.02, -0.07, 0.59], [-3.51, 2.21, -2.03], [-3.80, 3.65, -4.01], [-1.89, 4.99, -4.86], [0.28, 4.91, -3.69], [0.58, 3.45, -1.74]],
  "total_charge": 1,
  "e_above_lowest_ev": 0.2000,
  "gap_ha": 0.26055,
  "max_force_ev_per_a": 0.99,
  "lumo_ev": -3.434
}

(6)
{
  "formula": "C6H6",
  "method": "ωB97M-V with the def2-TZVPD basis set",
  "symbols": ["C", "C", "C", "C", "C", "C", "H", "H", "H", "H", "H", "H"],
  "coordinates": [[2.32, 0.91, -0.09], [2.00, -0.21, -0.38], [1.19, -1.41, -0.64], [-0.18, -0.89, -0.46], [-1.07, -0.12, -0.20], [-2.15, 0.81, 0.11], [2.49, 1.93, 0.17], [1.35, -1.81, -1.65], [1.41, -2.22, 0.06], [-2.18, 1.01, 1.19], [-2.01, 1.77, -0.41], [-3.10, 0.38, -0.20]],
  "e_above_lowest_ev": 4.0030,
  "smiles": "C#CCC#CC",
  "gap_ha": 0.37609,
  "max_force_ev_per_a": 0.61,
  "lumo_ev": 0.973
}

(7)
{
  "formula": "C18H50ClN4O9",
  "method": "ωB97M-V with the def2-TZVPD basis set",
  "symbols": ["Cl", "O", "O", "O", "O", "C", "C", "C", "O", "C", "N", "H", "H", "H", "H", "H", "H", "H", "H", "H", "H", "H", "C", "C", "C", "O", "C", "N", "H", "H", "H", "H", "H", "H", "H", "H", "H", "H", "H", "C", "C", "C", "O", "C", "N", "H", "H", "H", "H", "H", "H", "H", "H", "H", "H", "H", "C", "C", "C", "O", "C", "N", "H", "H", "H", "H", "H", "H", "H", "H", "H", "H", "H", "C", "C", "O", "H", "H", "H", "H", "H", "H"],
  "coordinates": [[-2.42, 14.33, -32.05], [-2.45, 14.87, -33.38], [-3.48, 13.38, -31.79], [-1.14, 13.69, -31.87], [-2.58, 15.41, -31.11], [-3.96, 17.70, -36.12], [-4.23, 16.28, -36.65], [-4.71, 16.36, -38.11], [-4.96, 15.05, -38.59], [-5.94, 15.03, -39.59], [-3.01, 15.45, -36.66], [-3.14, 18.18, -36.66], [-3.63, 17.52, -35.09], [-4.86, 18.31, -36.08], [-4.97, 15.80, -36.02], [-3.94, 16.82, -38.73], [-5.65, 16.92, -38.13], [-5.67, 15.68, -40.43], [-6.90, 15.45, -39.24], [-6.11, 14.04, -40.00], [-2.77, 15.50, -35.66], [-2.21, 16.00, -36.99], [1.92, 14.78, -29.62], [2.29, 13.37, -30.11], [3.36, 12.79, -29.17], [3.58, 11.44, -29.57], [4.77, 10.94, -28.99], [1.11, 12.50, -30.08], [1.68, 14.74, -28.56], [1.05, 15.14, -30.18], [2.74, 15.47, -29.86], [2.66, 13.47, -31.13], [3.00, 12.85, -28.14], [4.30, 13.34, -29.32], [4.94, 9.92, -29.33], [4.66, 10.95, -27.90], [5.65, 11.55, -29.26], [0.44, 12.96, -30.72], [0.58, 12.72, -29.23], [-0.99, 18.63, -33.38], [0.09, 17.61, -33.69], [1.33, 18.21, -34.30], [0.96, 18.99, -35.43], [2.04, 19.65, -36.02], [0.45, 16.93, -32.42], [-0.50, 19.49, -32.90], [-1.81, 18.32, -32.73], [-1.41, 19.02, -34.31], [-0.31, 16.87, -34.40], [2.06, 17.46, -34.63], [1.78, 18.90, -33.56], [2.90, 18.99, -36.19], [2.31, 20.51, -35.40], [1.79, 20.13, -36.97], [0.98, 16.09, -32.65], [-0.47, 16.58, -32.12], [-2.65, 11.15, -34.56], [-3.40, 11.71, -35.75], [-4.67, 12.49, -35.39], [-5.07, 13.33, -36.45], [-6.49, 13.43, -36.43], [-2.45, 12.54, -36.58], [-3.22, 10.42, -33.98], [-2.42, 11.95, -33.84], [-1.72, 10.66, -34.83], [-3.66, 10.88, -36.42], [-4.57, 13.03, -34.44], [-5.42, 11.71, -35.20], [-6.81, 13.67, -35.41], [-6.98, 12.48, -36.67], [-6.79, 14.21, -37.12], [-1.80, 11.83, -36.94], [-1.82, 12.93, -35.87], [-5.42, 16.90, -32.07], [-5.91, 15.91, -33.10], [-6.61, 16.50, -34.20], [-5.36, 16.43, -31.08], [-6.15, 17.72, -31.97], [-4.50, 17.41, -32.32], [-6.47, 15.09, -32.64], [-5.10, 15.34, -33.56], [-7.53, 16.64, -33.95]],
  "total_charge": -1,
  "e_above_lowest_ev": 0.0000,
  "gap_ha": 0.31319,
  "max_force_ev_per_a": 2.13,
  "lumo_ev": 2.727
}

(8)
{
  "formula": "C23H39NO4",
  "method": "ωB97M-V with the def2-TZVPD basis set",
  "symbols": ["C", "C", "C", "C", "C", "C", "C", "C", "C", "C", "C", "C", "C", "C", "O", "N", "C", "C", "O", "C", "C", "C", "O", "C", "C", "C", "O", "C", "H", "H", "H", "H", "H", "H", "H", "H", "H", "H", "H", "H", "H", "H", "H", "H", "H", "H", "H", "H", "H", "H", "H", "H", "H", "H", "H", "H", "H", "H", "H", "H", "H", "H", "H", "H", "H", "H", "H"],
  "coordinates": [[-3.93, -0.84, -1.12], [-3.14, -2.08, -1.53], [-2.12, -2.48, -0.47], [-1.29, -3.68, -0.92], [-0.37, -4.25, 0.17], [0.63, -3.25, 0.75], [1.57, -2.64, -0.29], [2.58, -1.69, 0.36], [3.44, -0.99, -0.68], [4.29, 0.15, -0.08], [3.65, 1.55, -0.09], [3.53, 2.08, -1.53], [4.57, 2.50, 0.69], [2.30, 1.53, 0.66], [2.23, 1.70, 1.85], [1.21, 1.30, -0.12], [-0.13, 1.40, 0.31], [-0.60, 0.77, 1.47], [0.26, -0.04, 2.13], [-0.08, -0.49, 3.41], [-1.92, 0.98, 1.86], [-2.78, 1.76, 1.09], [-4.04, 1.87, 1.58], [-4.99, 2.61, 0.83], [-2.33, 2.33, -0.09], [-1.01, 2.15, -0.47], [-0.46, 2.68, -1.62], [-1.28, 3.44, -2.47], [-4.45, -1.01, -0.18], [-3.26, 0.00, -0.99], [-4.67, -0.59, -1.88], [-2.63, -1.89, -2.47], [-3.83, -2.91, -1.70], [-2.64, -2.73, 0.46], [-1.47, -1.63, -0.27], [-0.70, -3.40, -1.79], [-1.97, -4.48, -1.24], [0.18, -5.09, -0.25], [-0.99, -4.63, 0.98], [0.09, -2.44, 1.24], [1.22, -3.76, 1.51], [0.99, -2.08, -1.02], [2.10, -3.44, -0.81], [2.03, -0.96, 0.95], [3.22, -2.25, 1.05], [4.11, -1.72, -1.13], [2.80, -0.61, -1.47], [4.53, -0.11, 0.95], [5.22, 0.22, -0.64], [3.08, 1.36, -2.21], [2.94, 3.00, -1.55], [4.52, 2.31, -1.91], [4.21, 3.52, 0.62], [4.58, 2.22, 1.74], [5.58, 2.45, 0.30], [1.31, 1.38, -1.12], [-0.31, 0.34, 4.08], [-0.93, -1.19, 3.39], [0.80, -1.02, 3.78], [-2.32, 0.53, 2.76], [-4.69, 3.66, 0.73], [-5.15, 2.17, -0.16], [-5.91, 2.56, 1.40], [-3.00, 2.92, -0.70], [-1.66, 4.33, -1.97], [-2.12, 2.84, -2.85], [-0.64, 3.74, -3.30]],
  "e_above_lowest_ev": 0.1233,
  "smiles": "CCCCCCCCCCC(C)(C)C(=O)Nc1c(OC)cc(OC)cc1OC",
  "gap_ha": 0.30976,
  "max_force_ev_per_a": 0.62,
  "lumo_ev": 0.602
}

(9)
{
  "formula": "C5H10O",
  "method": "ωB97M-V with the def2-TZVPD basis set",
  "symbols": ["C", "C", "C", "C", "O", "C", "H", "H", "H", "H", "H", "H", "H", "H", "H", "H"],
  "coordinates": [[-0.46, -0.86, -1.59], [0.42, -0.22, -0.53], [-0.07, 1.18, -0.10], [-0.12, 1.08, 1.43], [-0.42, -0.28, 1.69], [0.41, -1.00, 0.81], [-0.51, -0.24, -2.49], [-0.09, -1.85, -1.88], [-1.48, -0.98, -1.21], [1.45, -0.16, -0.91], [0.58, 1.99, -0.44], [-1.08, 1.36, -0.49], [-0.89, 1.70, 1.90], [0.85, 1.35, 1.87], [1.43, -1.07, 1.23], [0.00, -2.01, 0.72]],
  "e_above_lowest_ev": 0.4464,
  "smiles": "C[C@H]1CCOC1",
  "gap_ha": 0.39925,
  "max_force_ev_per_a": 0.31,
  "lumo_ev": 1.128
}

(10)
{
  "formula": "C4H4N2O",
  "method": "ωB97M-V with the def2-TZVPD basis set",
  "symbols": ["O", "C", "C", "C", "N", "C", "N", "H", "H", "H", "H"],
  "coordinates": [[-1.19, 2.26, 1.03], [-0.69, 1.31, 0.50], [-0.58, 1.02, -0.94], [0.01, -0.10, -1.41], [0.58, -1.10, -0.58], [0.35, -0.60, 0.54], [-0.07, 0.22, 1.32], [-1.01, 1.75, -1.61], [0.10, -0.32, -2.47], [0.93, -2.37, 1.85], [1.58, -2.01, 1.82]],
  "e_above_lowest_ev": 3.1716,
  "gap_ha": 0.35025,
  "max_force_ev_per_a": 0.55,
  "lumo_ev": -0.279
}

(11)
{
  "formula": "C5H28NO10",
  "method": "ωB97M-V with the def2-TZVPD basis set",
  "symbols": ["C", "C", "C", "C", "O", "N", "C", "O", "H", "H", "H", "H", "H", "H", "H", "H", "H", "H", "H", "H", "H", "H", "O", "H", "H", "O", "H", "H", "O", "H", "H", "O", "H", "H", "O", "H", "H", "O", "H", "H", "O", "H", "H", "O"],
  "coordinates": [[-2.41, 1.07, 0.14], [-1.61, 0.30, 1.18], [-0.45, -0.58, 0.53], [-0.89, -1.94, 0.33], [-0.22, 0.01, -0.84], [-1.06, 1.26, 2.12], [0.34, 1.83, 1.77], [1.32, 1.21, 2.43], [-3.00, 0.26, -0.25], [-2.92, 1.91, 0.64], [-1.83, 1.64, -0.51], [-2.31, -0.51, 1.52], [0.50, -0.61, 1.11], [-1.89, -2.10, 0.00], [-0.28, -2.63, -0.22], [-0.92, -2.47, 1.26], [0.68, -0.21, -1.22], [-1.06, 1.02, 3.14], [0.35, 2.85, 2.22], [0.55, 1.89, 0.72], [-1.76, -1.22, -1.95], [-1.16, -1.48, -3.31], [-1.86, -1.64, -2.79], [-0.06, -1.48, 3.69], [0.53, -0.14, 3.94], [0.02, -0.89, 4.36], [2.10, -4.16, 0.47], [3.05, -3.16, -0.01], [2.23, -3.71, -0.31], [-2.68, 2.49, -2.73], [-1.61, 3.06, -2.21], [-2.56, 3.27, -2.20], [1.99, 0.19, 1.87], [3.42, -0.45, 2.32], [2.85, -0.55, 1.60], [2.73, 0.05, -0.01], [3.48, -0.63, -1.12], [2.77, -0.05, -1.00], [1.60, -0.59, -3.32], [0.76, 0.85, -3.76], [1.03, -0.11, -3.95], [-0.53, 1.62, -1.49], [0.82, 2.41, -1.97], [-0.05, 2.15, -2.21]],
  "total_charge": -1,
  "e_above_lowest_ev": 3.2636,
  "gap_ha": 0.27564,
  "max_force_ev_per_a": 5.63,
  "lumo_ev": 2.718
}

For the records above, the corresponding total energy values read -7356.1818 -7321.2766 -157196.7508 -38242.1538 -184018.7002 -6315.1971 -56378.9045 -34164.2055 -7394.3189 -9237.3163 -27603.7995 eV.